# C3H2Li2O3

A structure of composition C3H2Li2O3 in a non-equilibrium geometry (wB97M-V/def2-TZVPD, the Open Molecules 2025 dataset).

Geometry as XYZ:
```
10
C3H2Li2O3 (wB97M-V/def2-TZVPD)
O -1.176 1.635 -0.064
O -0.478 -0.916 0.026
C -0.182 -2.417 -0.244
C 0.578 -0.006 0.234
O 1.020 -2.659 -0.225
C 0.136 1.292 0.263
Li -2.126 -0.127 0.009
H -0.754 2.321 -0.754
H 0.735 2.038 0.801
Li 2.246 -1.161 -0.047
```

Its LUMO energy is -0.3 eV. As for the charge: 0. The value obtained for the HOMO energy is -0.2642 hartree. The spin multiplicity is 1. As for the total energy: -9693.5835 eV. For the energy above the lowest of the compared OMol25 structures with the same formula, charge and spin, the calculation gives 280.3 kJ/mol.

Mulliken atomic charge list, values in e, 5 entries: atom 1 (O): -0.591, atom 2 (O): -0.260, atom 3 (C): -0.309, atom 4 (C): -0.514, atom 5 (O): -0.485

=====

# C5H15N3

The molecule C5H15N3 in a non-equilibrium geometry (wB97M-V/def2-TZVPD, the Open Molecules 2025 dataset).

Geometry as XYZ:
```
23
C5H15N3 (wB97M-V/def2-TZVPD)
C -0.898 0.491 1.065
N -1.957 0.912 0.157
C -2.473 -0.028 -0.895
N -1.589 -0.266 -2.059
C 0.320 -0.325 0.584
C 1.225 -0.479 1.851
N 1.011 0.234 -0.586
C 2.415 -0.142 -0.786
H -0.596 1.333 1.712
H -1.347 -0.132 1.876
H -1.611 1.662 -0.430
H -3.356 0.454 -1.293
H -2.858 -0.949 -0.426
H -1.110 0.589 -2.324
H -0.908 -0.959 -1.778
H -0.038 -1.327 0.180
H 0.999 -1.361 2.457
H 2.240 -0.629 1.487
H 1.235 0.472 2.407
H 1.002 1.258 -0.487
H 2.694 0.142 -1.793
H 2.495 -1.253 -0.826
H 3.108 0.303 -0.094
```

Its LUMO energy is 1.0 eV. As for the charge: 0. The value obtained for the HOMO energy is -0.3145 hartree. As for the SMILES: CN[C@@H](C)CNCN. The spin multiplicity is 1. As for the total energy: -9897.4847 eV. For the energy above the lowest of the compared OMol25 structures with the same formula, charge and spin, the calculation gives 160.8 kJ/mol.

Mulliken atomic charge list, values in e, 5 entries: atom 1 (C): -1.264, atom 2 (N): -0.303, atom 3 (C): -0.696, atom 4 (N): -0.583, atom 5 (C): 0.483

=====

# C5H7NO

The molecule C5H7NO in a non-equilibrium geometry (wB97M-V/def2-TZVPD, the Open Molecules 2025 dataset).

Geometry as XYZ:
```
14
C5H7NO (wB97M-V/def2-TZVPD)
O 1.134 0.081 -1.056
C 0.863 0.623 0.161
C 1.841 0.542 1.028
C 0.258 -1.007 -1.063
C -1.011 -0.990 -0.649
C -1.459 0.057 0.325
N -0.447 1.122 0.373
H 1.561 0.877 1.999
H 2.814 0.134 0.764
H 0.800 -1.743 -1.615
H -1.694 -1.750 -1.011
H -1.566 -0.391 1.327
H -2.430 0.500 0.082
H -0.628 1.753 -0.402
```

Its LUMO energy is 0.9 eV. As for the charge: 0. The value obtained for the HOMO energy is -0.3368 hartree. As for the SMILES: C=C1NCC=CO1. The spin multiplicity is 1. As for the total energy: -8833.6744 eV. For the energy above the lowest of the compared OMol25 structures with the same formula, charge and spin, the calculation gives 244.0 kJ/mol.

Mulliken atomic charge list, values in e, 5 entries: atom 1 (O): -0.379, atom 2 (C): 0.410, atom 3 (C): -0.816, atom 4 (C): -0.415, atom 5 (C): -0.123

=====

# C21H24F3MnO2PS3

A structure of composition C21H24F3MnO2PS3 in a non-equilibrium geometry (wB97M-V/def2-TZVPD, the Open Molecules 2025 dataset).

Geometry as XYZ:
```
55
C21H24F3MnO2PS3 (wB97M-V/def2-TZVPD)
Mn -0.474 -0.391 -0.208
C -2.785 2.047 0.675
C -1.506 2.760 0.271
S 0.033 1.852 0.593
C 0.007 1.700 2.419
C 0.285 0.295 2.926
S -0.704 -1.004 2.148
C -2.410 -0.579 2.615
C -3.360 -0.631 1.431
S -2.864 0.362 -0.001
H -3.637 2.595 0.273
H -2.909 1.992 1.755
H -1.416 3.720 0.781
H -1.486 2.951 -0.800
H -0.958 2.075 2.754
H 0.776 2.380 2.785
H 0.120 0.240 4.002
H 1.316 -0.003 2.739
H -2.407 0.392 3.107
H -2.713 -1.323 3.351
H -4.356 -0.304 1.727
H -3.448 -1.643 1.031
O -1.814 -3.436 -2.309
C -1.189 -2.461 -2.087
O -1.101 -1.947 -0.812
C -0.416 -1.651 -3.109
P -0.220 0.056 -2.513
C 1.211 0.808 -3.292
C 2.260 1.385 -2.584
C 3.325 1.942 -3.276
C 3.337 1.917 -4.661
C 2.282 1.348 -5.366
C 1.208 0.798 -4.688
C -1.648 0.977 -3.101
C -2.858 0.337 -3.376
C -3.932 1.074 -3.852
C -3.806 2.445 -4.038
C -2.604 3.087 -3.758
C -1.522 2.356 -3.292
H -0.916 -1.682 -4.075
H 0.577 -2.088 -3.223
H 2.260 1.401 -1.503
H 4.146 2.390 -2.733
H 4.171 2.349 -5.199
H 2.292 1.337 -6.448
H 0.378 0.377 -5.244
H -2.972 -0.732 -3.236
H -4.863 0.577 -4.088
H -4.645 3.014 -4.418
H -2.503 4.151 -3.929
H -0.569 2.847 -3.124
F 1.965 -1.386 -1.303
C 1.457 -0.984 -0.134
F 2.259 -0.021 0.363
F 1.519 -2.025 0.704
```

Its LUMO energy (spin up / spin down) is -8.4 / -7.7 eV. As for the charge: +2. The value obtained for the HOMO energy (spin up / spin down) is -0.5545 / -0.5547 hartree. The spin multiplicity is 4. As for the total energy: -107514.7068 eV. For the energy above the lowest of the compared OMol25 structures with the same formula, charge and spin, the calculation gives 0.0 kJ/mol. The expectation value of S² is 3.98.

Mulliken atomic charge list, values in e, 5 entries: atom 1 (Mn): 0.343, atom 2 (C): -0.970, atom 3 (C): -0.632, atom 4 (S): 0.235, atom 5 (C): -0.794

=====

# C37H46AlF9IO28

A structure of composition C37H46AlF9IO28 in a non-equilibrium geometry (wB97M-V/def2-TZVPD, the Open Molecules 2025 dataset).

Geometry as XYZ:
```
122
C37H46AlF9IO28 (wB97M-V/def2-TZVPD)
C 0.595 2.974 -1.794
C 1.709 2.579 -2.003
C 3.007 1.912 -2.005
C 3.454 1.603 -0.565
C 2.409 0.851 0.260
Al 2.451 -1.185 0.075
C 0.888 -1.745 -1.110
C 1.072 -1.651 -2.640
C 2.431 -2.078 -3.160
I 2.775 -4.157 -2.707
C 1.985 -1.908 1.952
O 3.073 -2.311 2.826
C 3.854 -3.348 2.281
H -0.374 3.310 -1.512
H 3.731 2.587 -2.474
H 2.945 1.009 -2.618
H 3.659 2.581 -0.112
H 4.408 1.072 -0.586
H 2.625 1.028 1.320
H 1.408 1.251 0.087
H 3.901 -1.674 -0.457
H 0.520 -2.737 -0.828
H 0.081 -1.048 -0.853
H 0.867 -0.622 -2.949
H 0.337 -2.299 -3.131
H 3.262 -1.513 -2.749
H 2.439 -2.047 -4.249
H 1.268 -2.746 1.858
H 1.447 -1.129 2.503
H 4.758 -2.952 1.810
H 3.296 -3.950 1.559
H 4.161 -4.010 3.100
C 3.195 4.831 3.605
C 3.795 4.406 2.284
O 2.647 4.027 1.543
C 1.601 4.743 2.015
O 0.562 4.881 1.457
O 1.910 5.315 3.207
F 4.622 3.343 2.425
H 3.079 3.977 4.275
H 3.758 5.615 4.104
H 4.313 5.198 1.745
C -3.349 4.933 -2.348
C -3.008 4.102 -3.564
O -4.284 3.784 -4.092
C -5.143 4.774 -3.715
O -6.218 4.945 -4.186
O -4.588 5.539 -2.750
F -2.376 2.954 -3.248
H -3.500 4.313 -1.466
H -2.606 5.694 -2.120
H -2.430 4.634 -4.323
C 1.416 6.487 -1.320
C 1.348 8.000 -1.283
O 2.042 8.310 -0.084
C 2.925 7.302 0.141
O 3.819 7.337 0.925
O 2.651 6.243 -0.643
F 0.078 8.461 -1.194
H 0.601 6.031 -0.755
H 1.442 6.072 -2.323
H 1.843 8.498 -2.119
C -3.214 0.837 2.188
C -2.306 0.803 0.978
O -2.758 1.926 0.238
C -3.274 2.820 1.123
O -3.479 3.961 0.862
O -3.484 2.238 2.322
F -2.479 -0.318 0.239
H -4.149 0.305 2.006
H -2.738 0.444 3.082
H -1.246 0.925 1.205
C 0.571 -1.012 5.304
C 1.066 0.412 5.171
O 0.370 0.872 4.029
C -0.789 0.158 3.931
O -1.702 0.448 3.232
O -0.753 -0.909 4.762
F 2.397 0.487 4.947
H 1.158 -1.702 4.694
H 0.539 -1.363 6.333
H 0.823 1.055 6.021
C -4.612 -3.577 3.626
C -3.340 -3.167 2.917
O -2.782 -2.220 3.818
C -3.219 -2.540 5.065
O -2.762 -2.116 6.075
O -4.246 -3.418 5.001
F -3.589 -2.563 1.736
H -5.434 -2.901 3.387
H -4.911 -4.602 3.425
H -2.623 -3.975 2.762
C -4.323 -3.038 10.046
C -3.954 -3.788 8.786
O -5.220 -4.208 8.306
C -6.146 -3.309 8.740
O -7.251 -3.221 8.325
O -5.619 -2.529 9.717
F -3.195 -4.882 9.051
H -4.402 -3.712 10.900
H -3.639 -2.228 10.283
H -3.462 -3.180 8.027
C 2.929 -4.895 -6.625
C 3.905 -5.456 -7.632
O 3.602 -4.707 -8.800
C 3.093 -3.506 -8.397
O 2.941 -2.571 -9.113
O 2.773 -3.544 -7.089
F 3.690 -6.770 -7.888
H 1.964 -5.399 -6.679
H 3.292 -4.924 -5.602
H 4.956 -5.316 -7.377
C -0.348 -4.838 -9.166
C -0.901 -3.444 -8.969
O -1.598 -3.566 -7.744
C -0.995 -4.549 -7.017
O -1.152 -4.734 -5.861
O -0.168 -5.281 -7.817
F -1.773 -3.102 -9.949
H -1.069 -5.483 -9.669
H 0.597 -4.857 -9.705
H -0.144 -2.663 -8.878
```

Its LUMO energy is 1.7 eV. As for the charge: -1. The value obtained for the HOMO energy is -0.1803 hartree. The spin multiplicity is 1. As for the total energy: -135595.4758 eV. For the energy above the lowest of the compared OMol25 structures with the same formula, charge and spin, the calculation gives 441.4 kJ/mol.

Mulliken atomic charge list, values in e, 5 entries: atom 1 (C): 0.309, atom 2 (C): -0.931, atom 3 (C): -0.759, atom 4 (C): -0.112, atom 5 (C): 0.583

=====

# C2H2BrF2NO

A structure of composition C2H2BrF2NO in a non-equilibrium geometry (wB97M-V/def2-TZVPD, the Open Molecules 2025 dataset).

Geometry as XYZ:
```
9
C2H2BrF2NO (wB97M-V/def2-TZVPD)
C 0.108 1.691 -0.304
C -2.671 1.297 0.237
N 0.256 0.642 -0.862
O 0.154 2.659 0.358
F -3.900 1.511 0.775
F -2.717 1.592 -0.978
Br -2.547 -1.214 0.139
H -1.359 -1.389 0.698
H 0.455 0.401 -1.765
```

Its LUMO energy is 0.6 eV. As for the charge: 0. The value obtained for the HOMO energy is -0.3473 hartree. The spin multiplicity is 1. As for the total energy: -81118.3080 eV. For the energy above the lowest of the compared OMol25 structures with the same formula, charge and spin, the calculation gives 341.1 kJ/mol.

Mulliken atomic charge list, values in e, 5 entries: atom 1 (C): 0.635, atom 2 (C): 0.071, atom 3 (N): -0.397, atom 4 (O): -0.421, atom 5 (F): -0.141